{
  "formula": "C3H8N3S",
  "method": "ωB97M-V/def2-TZVPD",
  "homo_lumo_gap_ev": [8.69, 8.69],
  "e_homo_ev": [-13.21, -13.21],
  "de_lowest_kcal_mol": 110.9,
  "total_charge": 1,
  "symbols": ["C", "C", "C", "N", "N", "N", "S", "H", "H", "H", "H", "H", "H", "H", "H"],
  "positions_angstrom": [[-2.62222, 0.50571, -0.02079], [-0.68278, -1.28582, -0.35976], [1.48663, -0.20534, 0.20675], [-3.49801, 1.30149, 0.17969], [-0.46005, 1.10215, -0.31834], [-0.00005, -0.06251, 0.26997], [-2.50523, -1.17854, 0.05133], [-0.66068, -1.17255, -1.37166], [-0.30430, -2.04706, 0.26765], [2.13658, -1.05535, 0.55799], [1.93386, -0.01119, -0.73518], [1.83379, 0.71957, 0.81565], [-3.84110, 2.19813, 0.26638], [-0.07908, 1.95238, 0.07258], [-0.16276, -0.16543, 1.27511]],
  "forces_ev_per_angstrom": [[-0.9077, 2.9779, 0.7220], [-1.4251, 2.6331, 3.6504], [2.8182, 2.3440, 1.6364], [2.3901, -3.6004, -0.8623], [-2.6337, -0.8781, -1.2370], [0.9944, -2.0040, 0.1215], [1.1814, -0.3809, -0.0833], [0.9843, -0.4142, -2.7536], [0.4361, -1.6192, -0.4971], [-1.9264, 0.0801, 0.3445], [-0.5905, 0.2872, -1.4384], [-0.4090, -1.6153, -0.7809], [-0.4970, 2.0727, 0.1227], [0.0706, -0.1160, 0.7869], [-0.4857, 0.2332, 0.2682]]
}